Molecular formula: C27H28AlN5O3S3
Method: DFT, the ωB97M-V functional and the def2-TZVPD basis

Computed properties:
- Kohn-Sham gap (eV) = 6.26
- spin multiplicity = 1
- electronic energy (eV) = -81156.56485
- HOMO energy (eV) = -6.277
- E_LUMO (eV) = -0.01

Structure (XYZ):
```
67
C27H28AlN5O3S3, DFT the ωB97M-V functional and the def2-TZVPD basis
Al 0.252 1.024 -0.476
C 0.289 3.847 -1.638
N 1.136 3.055 -0.756
C 1.536 3.626 0.526
C 0.839 2.890 1.630
N 0.100 1.838 1.404
C -0.332 1.380 2.652
C -1.148 0.305 2.999
C -1.404 0.124 4.345
C -0.875 0.978 5.323
C -0.071 2.050 4.988
C 0.184 2.229 3.635
N 0.924 3.182 2.946
C -1.108 3.311 -1.567
N -1.387 2.176 -0.982
C -2.768 1.996 -1.115
C -3.609 0.987 -0.653
C -4.954 1.109 -0.940
C -5.464 2.199 -1.657
C -4.643 3.214 -2.107
C -3.291 3.086 -1.817
N -2.202 3.905 -2.086
H 0.296 4.907 -1.368
H 0.652 3.756 -2.663
H 1.923 2.640 -1.250
H 2.613 3.510 0.658
H 1.304 4.693 0.580
H -1.560 -0.360 2.253
H -2.032 -0.702 4.653
H -1.102 0.792 6.365
H 0.336 2.712 5.742
H 1.463 3.928 3.347
H -3.236 0.140 -0.096
H -5.633 0.336 -0.605
H -6.526 2.247 -1.861
H -5.034 4.061 -2.657
H -2.212 4.770 -2.597
C 3.558 -1.902 -1.143
C 2.583 -0.765 -1.316
S 2.423 0.348 0.052
C 1.869 -0.638 -2.444
C 2.012 -1.633 -3.568
S 0.694 0.658 -2.705
H 3.983 -1.900 -0.141
H 4.379 -1.834 -1.864
H 3.066 -2.866 -1.299
H 3.028 -1.634 -3.975
H 1.320 -1.405 -4.376
H 1.800 -2.648 -3.220
C 3.004 -5.928 0.347
C 1.909 -4.907 0.201
C 1.061 -4.923 -0.902
C 0.082 -3.952 -1.064
C -0.057 -2.963 -0.108
C 0.783 -2.920 0.995
C 1.757 -3.891 1.144
S -1.343 -1.762 -0.275
O -1.816 -1.795 -1.628
O -2.316 -1.995 0.770
O -0.615 -0.480 0.063
H 2.749 -6.857 -0.163
H 3.198 -6.152 1.396
H 3.935 -5.555 -0.089
H 1.169 -5.701 -1.649
H -0.575 -3.956 -1.925
H 0.682 -2.126 1.726
H 2.419 -3.855 2.003
```